Molecular formula: CH3ClN2O2
Method: DFT, the ωB97M-V functional and the def2-TZVPD basis

Each atom is followed by the atoms it is bonded to, with distances in Å.
Atoms and positions in Å:
1 O 1.054 0.238 -1.190  N2 1.210
2 N 0.432 0.973 -0.458  O1 1.210, O3 1.218, C4 1.427
3 O 0.143 2.141 -0.652  N2 1.218
4 C -0.054 0.225 0.655  N2 1.427, N5 1.513, H7 1.034, H8 1.013
5 N -0.310 -1.217 0.273  C4 1.513, Cl6 1.753, H9 1.018
6 Cl -1.568 -1.522 -0.909  N5 1.753
7 H -0.948 0.564 1.047  C4 1.034
8 H 0.688 0.175 1.344  C4 1.013
9 H 0.563 -1.576 -0.110  N5 1.018

- HOMO: -10.1 eV
- LUMO: -0.28 eV
- Relative energy (zero: lowest compared OMol25 entry of this formula, charge and spin): 212.5 kJ/mol
- E: -759.9305 a.u.
- Orbital gap: 9.79 eV

Here are the Mulliken charges for atoms 1 to 6, given in e: -0.53 0.95 -0.55 -0.46 -0.40 -0.06